# 1
ORCA calculation (wB97M-V/def2-TZVPD) on an isolated molecule of C10H20FN2P.

Values from the calculation:
Gap between HOMO and LUMO = 8.40 eV
Energy relative to the best compared isomer or geometry (same formula, charge and spin) = 0.0 kcal per mole
Lowest unoccupied orbital energy = 0.80 eV
Structure (SMILES) = CC(C)(C)N1C=CN(C(C)(C)C)P1F

Geometry as XYZ:
```
34
C10H20FN2P | the OMol25 dataset | wB97M-V/def2-TZVPD
C 1.81996 0.05230 -3.33181
C 1.83807 0.08168 -1.75009
C 2.33981 1.44819 -1.33873
C 2.82322 -1.05728 -1.36190
N 0.53071 0.01268 -1.20125
C -0.33782 1.22022 -1.00900
C -1.31164 1.05593 -0.08736
N -1.41107 -0.16647 0.49642
C -1.74624 -0.32257 1.91899
C -2.86051 0.70058 2.29874
C -2.26924 -1.81698 1.99599
C -0.53445 -0.01344 2.86498
P -0.08074 -1.28289 -0.35051
F -1.19508 -1.86650 -1.42882
H 1.09520 -0.66285 -3.65483
H 1.52667 1.01192 -3.81056
H 2.85328 -0.22150 -3.64678
H 1.77043 2.27983 -1.70212
H 3.32501 1.35725 -1.91355
H 2.50749 1.51047 -0.33207
H 2.48094 -1.26427 -0.44178
H 2.83647 -1.80049 -2.09724
H 3.75416 -0.60974 -1.28193
H -0.36014 2.22431 -1.64390
H -2.13258 1.68028 0.23534
H -2.66555 1.72736 2.12238
H -3.63452 0.37375 1.72373
H -3.24458 0.58259 3.33127
H -1.35737 -2.33661 1.90005
H -2.97224 -2.18310 1.24858
H -2.75165 -1.88531 3.00175
H 0.28677 -0.55955 2.61295
H -0.23319 1.02286 2.77356
H -0.68956 -0.29263 3.85950
```

# 2
ORCA calculation (wB97M-V/def2-TZVPD) on a structure of composition C28H48AsCl2FeN4O4S2Si3.

Values from the calculation:
Gap between HOMO and LUMO (alpha / beta) = 3.73 / 4.07 eV
Energy relative to the best compared isomer or geometry (same formula, charge and spin) = 103.6 kcal per mole
Lowest unoccupied orbital energy (alpha / beta) = 1.10 / 1.10 eV
Net charge = -1
Expectation value of S² = 6.05
2S+1 = 5

Geometry as XYZ:
```
93
C28H48AsCl2FeN4O4S2Si3 | the OMol25 dataset | wB97M-V/def2-TZVPD
Fe -0.05620 0.03150 0.10250
Cl -3.91180 -5.74390 -1.92300
C -3.27770 -4.16800 -1.54430
C -4.16060 -3.13500 -1.23920
C -3.62450 -1.89310 -0.94020
Cl -4.68180 -0.60940 -0.47630
C -2.25270 -1.60690 -1.01220
O -1.79580 -0.41180 -0.85870
C -1.37530 -2.72120 -1.27020
C 0.00650 -2.53710 -1.16140
O 0.62690 -1.44770 -0.90680
C -1.92040 -3.99520 -1.53950
H -5.22760 -3.29460 -1.21270
H 0.63640 -3.43390 -1.26360
H -1.25610 -4.82640 -1.73280
S -1.01350 -1.40540 1.74330
C -1.38150 -0.35560 3.07450
C -1.97520 -0.85990 4.23360
C -2.24360 -0.02760 5.30080
C -1.91500 1.32170 5.24310
C -1.33840 1.83700 4.10060
C -1.08190 1.01560 3.00440
S -0.40710 1.69340 1.54780
H -2.22830 -1.91060 4.26790
H -2.71110 -0.43090 6.18670
H -2.11710 1.97000 6.08410
H -1.07990 2.88280 4.03000
N 1.70510 -0.50510 1.35590
C 2.91910 0.22710 1.05810
C 4.24530 -0.52370 1.26750
C 4.24370 -2.02090 0.94370
C 3.81590 -2.39690 -0.48670
N 4.37820 -1.56040 -1.52760
C 5.71100 -1.30240 -1.64090
N 6.08750 -0.07290 -2.12780
N 6.66260 -2.30580 -1.47930
C 2.73680 0.82190 -0.36490
O 3.73540 1.11920 -1.03970
O 1.54800 1.00030 -0.69700
H 1.50150 -0.52680 2.35100
H 1.76340 -1.46490 1.03170
H 2.92600 1.11840 1.69700
H 4.55070 -0.42800 2.31370
H 5.00280 -0.02240 0.66050
H 3.58510 -2.54690 1.63860
H 5.25970 -2.38920 1.11060
H 2.73450 -2.30840 -0.59780
H 4.09200 -3.44280 -0.66600
H 3.84990 -0.69900 -1.64210
H 5.39030 0.64160 -1.92040
H 7.03540 0.21420 -1.93540
H 6.25610 -3.23100 -1.55100
H 7.46380 -2.20840 -2.09200
C -3.98370 1.36150 -3.37460
Si -2.90200 2.60730 -2.38320
C -3.98830 3.14450 -0.88360
C -2.93460 4.14420 -3.56410
As -0.76270 1.84320 -1.57180
Si 0.00440 0.72270 -3.50260
C -1.15470 -0.72730 -4.00580
C 1.77200 -0.01540 -3.44580
C 0.00570 1.87640 -5.05250
Si 0.28480 4.01110 -1.53220
C 2.00600 3.97700 -0.68980
C -0.83630 5.05290 -0.34940
C 0.61910 5.22870 -3.01770
H -5.02170 1.68850 -3.40230
H -3.97260 0.38010 -2.91290
H -3.63890 1.25930 -4.40040
H -5.05090 3.10490 -1.11280
H -3.75740 4.15460 -0.55700
H -3.81360 2.47640 -0.04350
H -3.95600 4.41650 -3.81020
H -2.41660 3.93620 -4.49360
H -2.46150 5.00790 -3.11350
H -0.69660 -1.68910 -3.79600
H -1.42510 -0.70170 -5.05810
H -2.07090 -0.68460 -3.42780
H 1.80630 -0.75220 -2.65110
H 2.51800 0.74170 -3.22220
H 2.04660 -0.51210 -4.37450
H -1.00280 2.00730 -5.42860
H 0.60850 1.47210 -5.85890
H 0.39460 2.85870 -4.81310
H 1.92490 3.54260 0.30150
H 2.44110 4.96970 -0.59480
H 2.70010 3.36820 -1.25880
H -1.41540 4.37930 0.27830
H -1.52950 5.69270 -0.88850
H -0.25370 5.68900 0.31110
H 0.66600 4.74160 -3.98580
H 1.55980 5.75580 -2.87750
H -0.16470 5.97730 -3.07340
```

# 3
ORCA calculation (wB97M-V/def2-TZVPD) on a cluster of 2 separate species, BrH3NOP in total.

Values from the calculation:
Gap between HOMO and LUMO = 9.91 eV
Energy relative to the best compared isomer or geometry (same formula, charge and spin) = 31.2 kcal per mole
Lowest unoccupied orbital energy = -0.43 eV
Structure (SMILES) = [H]/N=P\Br.O

Geometry as XYZ:
```
7
BrH3NOP | the OMol25 dataset | wB97M-V/def2-TZVPD
H 0.84585 1.95066 -0.75142
N 0.61715 1.58948 0.15796
P 1.11008 0.31388 0.79327
Br 2.62718 -0.72535 -0.34348
O -1.56498 -1.30013 -0.10963
H -2.40483 -1.39910 0.27237
H -1.23045 -0.42945 -0.01906
```

# 4
ORCA calculation (wB97M-V/def2-TZVPD) on a structure of composition C26H36Cl2F2NO28S2Y.

Values from the calculation:
Gap between HOMO and LUMO = 6.56 eV
Lowest unoccupied orbital energy = -7.56 eV
Net charge = +2

Geometry as XYZ:
```
98
C26H36Cl2F2NO28S2Y | the OMol25 dataset | wB97M-V/def2-TZVPD
Y 2.35606 0.08242 -1.96985
N 0.43037 -0.19616 -1.02091
S -0.97526 -0.98851 -1.09723
O -2.06827 -0.39388 -1.79826
O -1.18723 -1.88509 -0.00613
F -0.53786 -2.08554 -2.23002
S -0.21488 0.74665 0.26476
O 0.00755 0.11810 1.53439
O -1.29336 1.67780 0.15601
F 1.03685 1.75560 0.24714
C -2.92297 -1.48885 3.16823
C -3.13436 -1.29287 4.69316
O -3.01591 0.11654 4.84317
C -3.12662 0.72439 3.65990
O -3.40135 1.87379 3.50884
O -2.90205 -0.16706 2.68338
H -3.76251 -2.02333 2.71325
H -2.02355 -2.01323 2.83701
H -2.40550 -1.91681 5.20603
H -4.15193 -1.54154 4.99050
C -5.26626 -0.90984 -4.46492
C -3.82682 -0.52476 -4.81232
O -3.97784 0.13285 -6.06914
C -5.21894 -0.23853 -6.58007
O -5.63401 0.27001 -7.56063
O -5.78246 -1.13190 -5.76356
H -5.71940 -0.03958 -3.98531
H -5.35366 -1.83852 -3.90836
H -3.11372 -1.35090 -4.85769
H -3.38433 0.18817 -4.11435
C 4.65879 0.99925 3.44961
C 4.46319 -0.51901 3.62562
O 4.10824 -0.93662 2.32641
C 3.62825 0.10242 1.64580
O 3.17499 0.07944 0.52733
O 3.89163 1.23992 2.27179
H 5.70744 1.29286 3.36996
H 4.28616 1.56134 4.30424
H 3.68720 -0.61412 4.38653
H 5.38644 -1.02307 3.89788
C 0.41551 -2.12912 -6.86676
C -0.96388 -1.53299 -6.55490
O -0.73506 -0.99132 -5.24119
C 0.53505 -0.95813 -4.98839
O 1.04229 -0.49049 -3.97928
O 1.29868 -1.43315 -5.97710
H 0.78388 -1.90660 -7.86686
H 0.44001 -3.20121 -6.67345
H -1.63931 -2.38367 -6.62927
H -1.30748 -0.80570 -7.28652
C 1.35424 0.94764 5.17629
C 0.24846 1.23761 6.17320
O 0.33081 2.61584 6.47809
C 1.50654 3.08208 5.96542
O 1.91673 4.17591 6.17373
O 2.13606 2.14620 5.25483
H 0.91283 0.81215 4.18443
H 1.91610 0.03409 5.36040
H 0.35311 0.61909 7.06854
H -0.73744 1.01372 5.76387
C -1.95710 3.35758 -2.66587
C -1.22500 4.47087 -1.90243
O 0.02701 3.78885 -1.64684
C 0.20761 2.81121 -2.47775
O 1.19757 2.10605 -2.53131
O -0.89982 2.59617 -3.21443
H -2.54722 3.80416 -3.46450
H -2.59141 2.78053 -1.99399
H -1.70548 4.61310 -0.93974
H -1.03543 5.36664 -2.48576
C 4.49241 5.38600 -0.43466
C 5.69249 4.77915 -1.16918
O 5.35785 3.40725 -1.17497
C 4.05506 3.23882 -0.97770
O 3.44378 2.21620 -1.15766
O 3.49363 4.37882 -0.63328
H 4.15619 6.35457 -0.78991
H 4.74755 5.50518 0.61979
H 6.61681 4.91466 -0.61642
H 5.71905 5.13163 -2.20239
C 1.29878 -2.60027 2.47842
C 2.02158 -3.75650 3.20100
O 1.26349 -3.82878 4.40000
C 0.69611 -2.62979 4.62457
O 0.14510 -2.28809 5.61173
O 0.85768 -1.81389 3.55102
H 0.55429 -2.96280 1.76358
H 1.97389 -2.06115 1.81025
H 3.06638 -3.46713 3.30716
H 1.91994 -4.63450 2.56953
Cl -3.56472 -3.68570 -2.46707
C -2.72419 -5.02460 -1.61233
C -2.84507 -4.99141 -0.10937
Cl -4.55690 -5.04625 0.34699
H -1.68305 -5.04438 -1.93249
H -3.17786 -5.94468 -1.97698
H -2.35404 -4.09813 0.28111
H -2.36621 -5.82316 0.40455
```

# 5
ORCA calculation (wB97M-V/def2-TZVPD) on an isolated molecule of C5H3NO2.

Values from the calculation:
Gap between HOMO and LUMO = 8.05 eV
Energy relative to the best compared isomer or geometry (same formula, charge and spin) = 63.4 kcal per mole
Lowest unoccupied orbital energy = -2.04 eV
Structure (SMILES) = O=CC1=NC=CC1=O

Geometry as XYZ:
```
11
C5H3NO2 | the OMol25 dataset | wB97M-V/def2-TZVPD
O -2.75558 0.15226 -0.24145
C -1.75831 -0.62118 0.22778
C -0.29214 -0.42198 0.27725
N 0.45442 -1.41764 -0.04654
C 1.83657 -0.96698 -0.17526
C 1.93954 0.33329 -0.04510
C 0.60675 0.87744 0.08150
O 0.16086 1.99616 0.01406
H -1.96588 -1.76702 -0.00081
H 2.75207 -1.61841 0.05974
H 2.79628 0.91803 -0.11098
```

| no. | M (g/mol) | F_max (eV Å⁻¹) | electronic energy (hartree) |
| --- | --- | --- | --- |
| 1 | 218.3 | 4.8 | -943.7111 |
| 2 | 854.8 | 4.3 | -7700.6603 |
| 3 | 143.9 | 2.5 | -3047.1629 |
| 4 | 1072.5 | 8.6 | -5128.1886 |
| 5 | 109.1 | 8.0 | -397.4316 |